A molecular structure, C42H57Br2InN4O5Si, computed with the ωB97M-V functional and the def2-TZVPD basis.

```
112
Properties=species:S:1:pos:R:3:mulliken_charge:R:1
In -0.20 -0.26 0.17 2.263
O 0.71 -0.32 4.23 -0.679
C 0.49 -0.56 3.07 0.261
O 0.31 0.33 2.12 -0.677
C 0.40 -2.02 2.62 0.486
C 0.56 -3.04 3.55 -0.880
C 0.49 -4.35 3.11 -0.696
C 0.26 -4.60 1.76 -1.029
C 0.10 -3.53 0.90 -0.577
N 0.16 -2.26 1.33 0.356
H 0.75 -2.77 4.58 0.642
H 0.61 -5.17 3.81 0.478
H 0.20 -5.61 1.38 0.566
H -0.08 -3.67 -0.15 0.653
C 0.71 3.01 0.96 -1.119
O 1.11 1.92 0.12 0.847
C 2.45 1.61 0.13 -0.073
C 3.44 2.49 0.50 -0.597
C 4.77 2.08 0.47 -0.626
Br 6.12 3.29 0.95 -0.160
C 5.09 0.80 0.08 -1.499
C 4.08 -0.10 -0.27 1.627
C 2.73 0.29 -0.26 0.124
O 1.75 -0.53 -0.59 -0.544
C 4.42 -1.47 -0.61 0.610
N 3.53 -2.43 -0.90 0.567
C 4.20 -3.62 -1.17 0.862
C 3.74 -4.89 -1.51 -0.592
C 4.70 -5.86 -1.71 -0.731
C 6.07 -5.58 -1.57 -0.540
C 6.52 -4.32 -1.23 -0.975
C 5.55 -3.35 -1.03 0.082
N 5.65 -2.00 -0.68 -0.045
H 1.04 3.96 0.53 0.328
H 1.11 2.87 1.97 0.488
H -0.37 2.99 0.99 0.139
H 3.20 3.50 0.82 0.610
H 6.13 0.51 0.07 0.435
H 2.55 -2.19 -0.90 -0.545
H 2.68 -5.10 -1.62 0.466
H 4.39 -6.86 -1.98 0.426
H 6.78 -6.38 -1.74 0.415
H 7.58 -4.11 -1.12 0.449
H 6.50 -1.50 -0.52 0.238
C -0.70 -1.51 -3.94 0.284
C -1.76 -2.49 -3.45 -0.693
C -1.86 -2.16 -1.98 0.467
O -0.52 -1.69 -1.58 0.097
C 0.28 -1.47 -2.80 -0.390
H -1.13 -0.52 -4.09 -0.809
H -0.23 -1.82 -4.87 0.599
H -1.42 -3.52 -3.59 0.315
H -2.72 -2.39 -3.95 0.433
H -2.10 -3.01 -1.35 0.115
H -2.57 -1.36 -1.78 -0.755
H 1.00 -2.28 -2.85 0.218
H 0.81 -0.53 -2.69 0.153
C -4.94 1.13 -2.69 -1.351
C -4.21 2.04 -3.68 3.229
C -5.22 3.06 -4.25 -1.773
C -3.74 1.16 -4.85 -1.918
Si -2.80 3.06 -2.90 -3.519
Br -1.58 1.44 -1.50 0.093
C -3.35 4.36 -1.61 3.020
C -3.69 5.63 -2.42 -1.783
C -4.60 3.92 -0.85 -1.884
C -2.30 4.73 -0.57 -1.830
C -1.37 3.55 -4.05 2.753
C -0.35 4.47 -3.36 -1.759
C -0.60 2.38 -4.67 -1.533
C -2.03 4.35 -5.21 -1.679
H -5.71 0.57 -3.23 0.521
H -5.44 1.68 -1.90 0.341
H -4.28 0.40 -2.22 -0.324
H -6.02 2.51 -4.76 0.564
H -4.78 3.73 -4.99 0.330
H -5.69 3.66 -3.47 0.384
H -4.61 0.66 -5.27 0.633
H -3.04 0.39 -4.52 0.078
H -3.27 1.73 -5.65 0.419
H -4.43 5.47 -3.21 0.334
H -2.80 6.08 -2.87 0.367
H -4.11 6.38 -1.74 0.577
H -5.47 3.78 -1.49 0.351
H -4.86 4.70 -0.12 0.618
H -4.43 3.00 -0.29 0.172
H -1.35 5.04 -0.99 0.374
H -2.12 3.90 0.11 0.300
H -2.69 5.56 0.03 0.548
H 0.14 3.97 -2.52 0.107
H -0.79 5.40 -3.01 0.352
H 0.42 4.73 -4.09 0.605
H -0.11 1.77 -3.91 0.005
H 0.18 2.79 -5.31 0.608
H -1.22 1.73 -5.28 0.306
H -2.59 5.22 -4.86 0.314
H -2.69 3.73 -5.82 0.355
H -1.24 4.72 -5.87 0.552
N -2.26 -0.36 1.29 -0.251
C -3.45 -1.08 0.87 0.219
C -4.57 -0.39 0.44 -0.281
C -5.70 -1.10 0.05 -0.434
C -5.71 -2.48 0.10 -0.753
C -4.59 -3.16 0.56 -0.640
C -3.46 -2.46 0.95 -0.566
H -1.99 -0.68 2.22 0.462
H -2.47 0.63 1.40 0.303
H -4.57 0.69 0.43 0.330
H -6.58 -0.56 -0.28 0.486
H -6.59 -3.03 -0.19 0.442
H -4.60 -4.24 0.63 0.468
H -2.59 -2.99 1.33 0.488
```

Values from the calculation:
* HOMO energy: -12.78 eV
* relative energy (zero: lowest compared OMol25 entry of this formula, charge and spin): 14.18 kcal/mol
* E_LUMO: -5.18 eV
* 2S+1: 1
* total charge: +2
* frontier orbital gap: 7.60 eV

---

10 unconnected molecules or ions with the total composition C42H57N3O21, computed with the ωB97M-V functional and the def2-TZVPD basis.

```
123
Properties=species:S:1:pos:R:3:mulliken_charge:R:1
N 1.72 -2.22 4.54 -0.596
C 2.46 -1.36 3.86 -0.481
C 2.65 -0.05 4.23 0.293
C 2.02 0.38 5.38 -0.269
C 1.43 -0.55 6.20 -0.663
C 1.33 -1.85 5.77 -0.360
H 2.84 -1.72 2.95 0.557
H 3.35 0.51 3.63 0.205
H 2.20 1.42 5.61 0.458
H 1.12 -0.31 7.17 0.526
H 0.86 -2.66 6.34 0.356
N -0.17 2.57 0.45 0.669
C 0.54 2.87 1.59 -0.469
C 0.11 3.75 2.54 -0.323
C -1.07 4.44 2.34 -0.877
C -1.78 4.17 1.18 -1.052
C -1.34 3.23 0.30 0.036
H 1.48 2.42 1.70 0.413
H 0.84 3.82 3.39 0.447
H -1.39 5.23 3.00 0.386
H -2.76 4.60 1.03 0.534
H -1.93 2.89 -0.58 0.060
C -1.32 -2.57 1.98 -0.953
C -1.14 -1.56 3.05 1.348
C -0.62 -0.33 2.48 2.217
O -1.28 0.69 3.24 -0.188
C -2.39 0.24 3.77 0.423
O -3.24 0.79 4.41 -0.637
O -2.45 -1.15 3.54 -0.484
H -1.87 -3.45 2.35 0.010
H -0.42 -3.00 1.59 0.504
H -1.85 -2.21 1.14 -0.218
H -0.53 -1.93 3.86 -0.056
H -0.83 -0.23 1.41 -1.730
H 0.48 -0.21 2.61 -0.369
C -0.29 4.91 -2.86 -0.970
C 0.74 4.42 -3.78 0.231
C 1.93 3.80 -3.05 -0.094
O 2.14 2.67 -3.83 -0.261
C 1.08 2.31 -4.52 0.770
O 0.98 1.21 -5.03 -0.556
O 0.22 3.31 -4.53 -0.341
H -0.63 4.07 -2.23 -0.044
H -1.23 5.24 -3.35 0.379
H 0.12 5.77 -2.29 0.378
H 1.06 5.05 -4.57 0.369
H 1.55 3.48 -2.09 -0.054
H 2.89 4.33 -3.10 0.298
C -6.25 -0.83 1.83 -1.423
C -5.62 0.08 0.87 0.414
C -4.80 1.28 1.46 -0.791
O -3.50 1.00 1.10 0.084
C -3.43 -0.04 0.28 -0.093
O -2.38 -0.30 -0.30 0.083
O -4.62 -0.64 0.06 -0.342
H -5.49 -1.43 2.39 0.235
H -6.82 -1.60 1.22 0.342
H -6.94 -0.36 2.55 0.363
H -6.33 0.40 0.10 0.472
H -4.82 1.29 2.57 0.389
H -5.08 2.21 1.01 0.241
C -2.78 -6.20 1.64 -1.444
C -3.49 -5.73 0.45 0.457
C -4.43 -4.55 0.62 0.090
O -4.43 -4.06 -0.73 -0.311
C -3.20 -4.17 -1.18 0.644
O -2.71 -3.50 -2.06 -0.555
O -2.56 -5.13 -0.47 -0.343
H -3.54 -6.55 2.31 0.406
H -2.27 -5.42 2.21 0.319
H -2.11 -7.04 1.51 0.387
H -3.96 -6.58 -0.09 0.340
H -4.00 -3.71 1.18 -0.105
H -5.48 -4.88 0.94 0.303
C -3.29 -0.24 -5.07 -1.686
C -2.90 0.04 -3.64 1.275
C -1.87 1.19 -3.40 0.257
O -2.56 2.17 -2.60 -0.215
C -3.82 1.72 -2.35 0.412
O -4.59 2.33 -1.66 -0.608
O -4.05 0.52 -2.92 -0.341
H -4.14 -0.97 -5.08 0.370
H -2.46 -0.64 -5.66 0.338
H -3.70 0.69 -5.53 0.416
H -2.55 -0.86 -3.11 -0.098
H -1.56 1.66 -4.37 0.165
H -0.98 0.91 -2.79 -0.361
C 2.36 -2.14 -4.38 -1.050
C 3.74 -1.49 -4.38 0.528
C 3.79 -0.05 -3.82 0.337
O 4.84 -0.15 -2.81 -0.352
C 5.20 -1.46 -2.60 0.585
O 6.02 -1.81 -1.75 -0.582
O 4.57 -2.23 -3.48 -0.357
H 2.51 -3.16 -4.77 0.366
H 1.62 -1.58 -4.93 0.335
H 2.08 -2.20 -3.30 0.118
H 4.08 -1.39 -5.43 0.228
H 2.91 0.36 -3.33 -0.490
H 4.17 0.69 -4.49 0.332
C 6.32 -0.26 1.56 -0.995
C 6.37 1.22 1.77 0.365
C 6.03 2.04 0.52 -0.045
O 5.03 2.96 0.94 -0.313
C 4.56 2.60 2.13 0.626
O 3.62 3.09 2.68 -0.518
O 5.31 1.56 2.63 -0.312
H 5.36 -0.58 1.28 -0.011
H 6.53 -0.82 2.45 0.456
H 7.11 -0.52 0.77 0.316
H 7.28 1.57 2.26 0.281
H 5.60 1.43 -0.31 -0.076
H 6.85 2.63 0.06 0.290
N 1.04 -0.13 -0.49 2.602
C 2.37 0.02 -0.33 -0.912
C 3.01 -1.20 -0.39 -0.309
C 1.95 -2.15 -0.75 -2.116
C 0.73 -1.45 -0.80 -0.779
H 0.34 0.61 -0.34 -0.732
H 2.75 1.00 -0.09 0.523
H 4.07 -1.31 -0.43 0.413
H 2.05 -3.22 -0.84 0.458
H -0.26 -1.83 -0.90 0.876
```

Values from the calculation:
* HOMO energy: -8.08 eV
* E_LUMO: 0.56 eV
* 2S+1: 1
* total charge: 0
* SMILES string: C[C@H]1COC(=O)O1.C[C@H]1COC(=O)O1.C[C@H]1COC(=O)O1.C[C@H]1COC(=O)O1.C[C@H]1COC(=O)O1.C[C@H]1COC(=O)O1.C[C@H]1COC(=O)O1.c1cc[nH]c1.c1ccncc1.c1ccncc1
* frontier orbital gap: 8.63 eV